The following is a DFT calculation (ωB97M-V/def2-TZVPD) of a 3-piece molecular cluster, C6H7NO4 overall at a distorted geometry.

```
18
Properties=species:S:1:pos:R:3:forces:R:3:mulliken_charge:R:1
C 0.9621 -4.0371 0.4266 -0.239 -1.399 -0.209 -0.03
C 0.2123 1.1643 1.3834 -1.024 -1.635 -2.020 -0.19
C -0.2311 3.1135 0.0042 -5.924 10.984 -0.329 0.10
C -3.1775 -0.8875 -0.6172 2.758 1.954 -1.385 0.70
C 1.3579 1.4887 -0.8854 3.358 1.032 -0.041 -1.41
C 0.1395 1.7085 -0.0833 -1.324 -1.188 1.523 1.31
N -0.7585 4.3107 0.0273 5.191 -11.109 -0.069 -0.49
O -3.8758 -1.6953 -0.2518 -2.228 -1.992 1.165 -0.32
O -0.3444 0.1183 1.6516 0.882 1.384 0.193 -0.45
O -2.3908 -0.1314 -1.0310 -0.620 -0.029 0.181 -0.44
O 2.0432 -3.7370 0.0043 -0.314 0.998 0.307 -0.40
H 0.6772 -5.0969 0.3730 -0.174 -0.336 0.058 0.23
H 0.1391 -3.4391 0.8722 0.718 0.773 -0.151 0.19
H 0.7753 1.7883 2.0163 0.819 0.605 1.700 0.39
H 2.2501 2.2491 -0.7044 -1.650 -1.867 0.390 0.30
H 1.6378 0.4375 -0.8560 0.473 0.072 0.397 0.40
H 1.2249 1.6714 -1.9159 -0.847 0.279 -1.290 0.37
H -0.6415 0.9744 -0.4140 0.142 1.475 -0.422 -0.28
```
Positions in Å, forces in eV/Å.

Summary:
**Net charge**: 0
**SMILES string**: C[C@H](C#N)C=O.O=C=O.C=O
**HOMO-LUMO gap**: 10.524 eV
**Energy relative to the best compared isomer or geometry (same formula, charge and spin)**: 267.7 kJ/mol
**E_LUMO**: 0.0070 Ha